This record from OMol25 describes a cluster of 11 separate species, C38H86BN2O28 in total in a non-equilibrium geometry. The level of theory is ωB97M-V with the def2-TZVPD basis set.

Cartesian coordinates (Å):
O1 1.19088 2.09717 -3.51596
C1 0.83708 1.28670 -2.64056
O2 0.32907 1.68388 -1.48762
B1 -0.24645 0.51167 -0.76891
O3 0.01386 -0.63830 -1.68040
C2 0.72062 -0.21822 -2.75679
O4 1.17521 -0.82565 -3.72685
O5 -1.62080 0.79368 -0.45687
C3 -1.82827 0.79358 0.82075
O6 -2.75072 1.26075 1.45116
C4 -0.45125 0.35559 1.47878
O7 0.40162 0.19223 0.53636
O8 -0.22230 0.16824 2.68986
C5 4.37549 0.15507 -2.72661
N1 4.95407 1.07276 -1.70895
O9 6.10624 1.40105 -1.93133
O10 4.34968 1.28277 -0.67939
H1 5.11661 -0.64100 -2.79814
H2 4.43626 0.58766 -3.72524
H3 3.39123 -0.16409 -2.38389
C6 1.53993 -2.21127 -6.85264
N2 2.94364 -2.47874 -6.53868
O11 3.48335 -1.66066 -5.84426
O12 3.49198 -3.49495 -6.89799
H4 1.32836 -1.21270 -6.47028
H5 1.00046 -2.86191 -6.16436
H6 1.29940 -2.24517 -7.91523
C7 1.63095 2.83432 2.80526
O13 1.82024 3.93657 1.87439
C8 3.14052 3.74317 1.31524
C9 3.39037 4.59166 -0.02243
O14 2.76556 5.82438 0.29292
C10 3.27190 6.87197 -0.56653
H7 2.31932 2.94290 3.64339
H8 1.67146 1.94659 2.17408
H9 0.65917 2.90111 3.29442
H10 3.27120 2.69063 1.06387
H11 3.86589 4.06697 2.06163
H12 3.05091 4.11723 -0.94319
H13 4.44965 4.69019 -0.25973
H14 4.30381 7.09242 -0.29326
H15 2.71882 7.80523 -0.67245
H16 3.33921 6.41458 -1.55363
C11 -0.44027 5.20960 4.02998
O15 -0.18659 5.28688 2.64829
C12 -1.32893 5.07609 1.77695
C13 -0.82332 4.56386 0.47519
O16 0.16294 5.49708 0.01218
C14 0.19880 5.51438 -1.45746
H17 -0.78571 4.19547 4.23074
H18 -1.28632 5.81456 4.35604
H19 0.51910 5.41673 4.50412
H20 -1.92296 5.98937 1.74300
H21 -2.12192 4.39945 2.09541
H22 -1.63113 4.43333 -0.24488
H23 -0.54539 3.52868 0.67331
H24 0.51672 4.55663 -1.86946
H25 0.90002 6.24928 -1.85284
H26 -0.80688 5.67944 -1.84406
C15 5.20108 -4.26499 5.21846
O17 3.97678 -3.56368 5.23322
C16 3.95873 -2.37300 4.47332
C17 2.55108 -1.86713 4.38949
O18 1.95200 -1.76302 5.72279
C18 0.63840 -1.15780 5.75640
H27 5.79954 -4.31218 4.30867
H28 4.85888 -5.27005 5.46513
H29 6.06049 -4.03871 5.84958
H30 4.41668 -2.42408 3.48551
H31 4.52933 -1.60746 4.99912
H32 2.07067 -2.63996 3.78944
H33 2.30379 -0.97668 3.81154
H34 0.34541 -1.40249 6.77738
H35 0.02539 -1.69131 5.02999
H36 0.52628 -0.08408 5.60591
C19 -2.11708 3.48440 -3.26717
O19 -1.81708 4.62001 -4.09398
C20 -0.65248 4.34000 -4.93514
C21 -0.47575 5.49021 -5.93317
O20 -0.15426 6.76201 -5.24287
C22 0.15430 7.79461 -6.23270
H37 -1.21774 3.18497 -2.72898
H38 -2.54389 2.61780 -3.77209
H39 -2.82754 3.79952 -2.50294
H40 -0.81661 3.45683 -5.55252
H41 0.23907 4.33797 -4.30806
H42 -1.43225 5.58274 -6.44762
H43 0.24227 5.16551 -6.68624
H44 -0.65342 7.73972 -6.96255
H45 1.08453 7.58013 -6.75878
H46 0.21698 8.76443 -5.73912
C23 -5.69976 -4.21857 -3.28484
O21 -4.57340 -3.52287 -2.81910
C24 -4.85714 -2.41234 -2.02549
C25 -5.24693 -1.17354 -2.89545
O22 -4.37558 -0.98675 -4.04144
C26 -3.07854 -0.57075 -3.68810
H47 -6.49718 -4.31955 -2.54861
H48 -5.48978 -5.28585 -3.35500
H49 -6.09702 -3.92669 -4.25700
H50 -3.96197 -2.18885 -1.44513
H51 -5.69653 -2.61407 -1.36004
H52 -5.28677 -0.29799 -2.24744
H53 -6.23824 -1.37541 -3.30123
H54 -2.66684 -1.06755 -2.80959
H55 -3.05037 0.41500 -3.22377
H56 -2.36876 -0.72429 -4.50096
C27 -2.94752 -3.23785 1.44131
O23 -1.74472 -3.89724 1.69192
C28 -1.08008 -3.46917 2.91768
C29 -0.05108 -4.49492 3.41776
O24 1.02698 -4.52394 2.52098
C30 1.92719 -5.58774 2.57156
H57 -3.55658 -3.82543 0.75437
H58 -2.65534 -2.40714 0.79893
H59 -3.60517 -3.07344 2.29487
H60 -1.81654 -3.38768 3.71710
H61 -0.58514 -2.50048 2.84858
H62 -0.63412 -5.41504 3.45707
H63 0.30143 -4.39428 4.44426
H64 2.43238 -5.78583 1.62624
H65 1.52601 -6.48572 3.04143
H66 2.71371 -5.20019 3.21908
C31 -3.88242 0.09285 4.10169
O25 -4.13017 -0.03252 5.48919
C32 -3.12229 0.11846 6.47080
C33 -2.62816 -1.32785 6.85325
O26 -3.63933 -1.95948 7.67242
C34 -3.66123 -3.35807 7.55482
H67 -3.45903 1.07984 3.91547
H68 -4.86687 0.19995 3.64617
H69 -3.17097 -0.64541 3.73168
H70 -3.40948 0.54473 7.43200
H71 -2.35843 0.75546 6.02488
H72 -1.75261 -1.23818 7.49627
H73 -2.34357 -1.90141 5.97113
H74 -4.03813 -3.55769 6.55172
H75 -4.13513 -3.82922 8.41594
H76 -2.64262 -3.72846 7.67034
C35 -1.68852 -4.28154 -2.78777
O27 -0.38439 -4.79880 -2.87760
C36 0.52928 -4.35305 -3.83568
C37 1.85894 -5.12547 -3.63894
O28 2.62399 -4.48544 -2.58544
C38 4.05129 -4.68790 -2.75165
H77 -1.62822 -3.20175 -2.65164
H78 -2.11874 -4.65366 -1.85796
H79 -2.31755 -4.52394 -3.64431
H80 0.79512 -3.29930 -3.75170
H81 0.10676 -4.70830 -4.77556
H82 2.36233 -4.94543 -4.58883
H83 1.73730 -6.15828 -3.31243
H84 4.19291 -5.55814 -3.39253
H85 4.62282 -4.79922 -1.83021
H86 4.53475 -3.83248 -3.22348

Results
LUMO (spin up / spin down) = -0.1 / -5.6 eV
Maximum force = 4.4 eV Å⁻¹
Highest occupied orbital energy (spin up / spin down) = -9.0 / -9.0 eV
2S+1 = 2
Expectation value of S² = 0.76

***

This record from OMol25 describes a structure of composition C38H88ClIN3O28P7S2 in a non-equilibrium geometry. The level of theory is ωB97M-V with the def2-TZVPD basis set.

Cartesian coordinates (Å):
C1 5.81836 -2.29795 0.89141
C2 5.59041 -2.98821 -0.44220
N1 4.38699 -2.48279 -1.13408
C3 3.16863 -2.73989 -0.42554
C4 2.35416 -1.75765 0.03416
C5 2.74898 -0.29958 -0.17974
C6 3.41975 0.23810 1.09572
C7 3.23090 1.73331 1.40221
Cl1 1.67943 2.41853 0.87199
C8 1.09532 -2.04050 0.72143
C9 0.23136 -0.88840 1.15192
S1 -1.20661 -0.81145 0.01150
C10 -2.41512 0.27302 0.79949
C11 -3.35320 -0.40967 1.80978
C12 0.71027 -3.32103 0.95450
C13 -0.53524 -3.74819 1.69924
C14 -0.27105 -3.88682 3.23346
C15 1.17786 -3.69327 3.66380
I1 -1.42884 -2.45764 4.37106
C16 1.55580 -4.37634 0.50715
N2 1.34614 -5.67555 0.67017
S2 2.55791 -6.44794 -0.03779
N3 3.41796 -5.19419 -0.54478
C17 2.76665 -4.09009 -0.19685
H1 4.97866 -2.39961 1.57456
H2 6.06102 -1.25548 0.70093
H3 6.68199 -2.75885 1.36931
H4 6.45046 -2.76943 -1.07396
H5 5.56488 -4.07023 -0.30439
H6 4.31675 -3.00350 -2.00191
H7 1.82775 0.20572 -0.44306
H8 3.43829 -0.32277 -1.01764
H9 3.11362 -0.36113 1.95222
H10 4.48642 0.07514 0.97221
H11 4.07818 2.30676 1.04102
H12 3.25187 1.85383 2.48175
H13 0.73939 0.05241 1.02299
H14 -0.08185 -0.95645 2.19183
H15 -3.03795 0.63550 -0.01710
H16 -1.94496 1.15282 1.23348
H17 -3.28346 0.04006 2.79710
H18 -4.38923 -0.37708 1.48299
H19 -3.07767 -1.45430 1.92030
H20 -1.33214 -3.04379 1.48980
H21 -0.79970 -4.71840 1.28823
H22 -0.63608 -4.85725 3.54831
H23 1.23451 -3.86020 4.73820
H24 1.49678 -2.66912 3.49128
H25 1.84464 -4.41326 3.19396
C18 -2.96145 5.22527 -3.97032
O1 -2.79242 4.92518 -2.56769
P1 -3.48919 3.58537 -1.96904
O2 -3.40991 3.75258 -0.50818
O3 -2.39402 2.55693 -2.56694
C19 -1.12452 2.50454 -1.91184
O4 -4.72099 2.60143 -2.23986
C20 -5.36275 2.61834 -3.54482
H26 -2.40028 6.13065 -4.18127
H27 -2.57158 4.41124 -4.58445
H28 -4.01138 5.39762 -4.20709
H29 -1.20051 2.92634 -0.90931
H30 -0.37132 3.05560 -2.47784
H31 -0.81985 1.46342 -1.83188
H32 -4.63966 2.38930 -4.33022
H33 -5.81954 3.58846 -3.73223
H34 -6.14460 1.86776 -3.54687
C21 0.75942 -2.83694 -6.73865
O5 1.94429 -2.03699 -6.92144
P2 3.28837 -2.42810 -6.08918
O6 4.16862 -1.26572 -6.22152
O7 3.68216 -3.68516 -7.02732
C22 4.24946 -3.42795 -8.31650
O8 3.74391 -3.18852 -4.73428
C23 2.80118 -4.05724 -4.06783
H35 -0.00827 -2.44087 -7.39700
H36 0.95548 -3.87836 -7.00407
H37 0.40429 -2.77805 -5.70916
H38 4.65750 -2.42148 -8.39399
H39 3.48542 -3.56518 -9.08388
H40 5.05320 -4.14232 -8.48450
H41 2.46348 -4.85272 -4.73556
H42 1.94229 -3.48118 -3.71737
H43 3.29571 -4.50206 -3.20764
C24 -10.46067 4.01758 -7.97621
O9 -9.41676 3.52909 -7.10840
P3 -9.74309 3.31859 -5.52441
O10 -8.42944 3.14525 -4.89588
O11 -10.55225 1.92981 -5.77915
C25 -9.80509 0.75584 -6.09574
O12 -10.75298 3.73373 -4.33152
C26 -11.97782 4.43193 -4.64825
H44 -10.05732 4.05614 -8.98366
H45 -11.31888 3.34241 -7.95977
H46 -10.77263 5.02033 -7.68375
H47 -8.76072 0.85471 -5.80278
H48 -9.86242 0.55635 -7.16720
H49 -10.25142 -0.07684 -5.55651
H50 -12.59148 3.84634 -5.33566
H51 -11.76349 5.40846 -5.08404
H52 -12.52185 4.57770 -3.72044
C27 -3.49017 6.80966 0.84188
O13 -4.05294 6.63142 2.16420
P4 -3.19389 5.83296 3.28256
O14 -4.15166 5.55974 4.36317
O15 -2.21321 7.10714 3.56644
C28 -2.73912 8.21184 4.29409
O16 -1.98252 4.79178 3.54104
C29 -1.09974 4.40116 2.45952
H53 -4.20236 7.39282 0.26297
H54 -2.54504 7.35609 0.90246
H55 -3.33523 5.85157 0.35678
H56 -3.62811 7.93325 4.85938
H57 -2.98801 9.02459 3.60868
H58 -1.96882 8.55461 4.98305
H59 -0.60696 5.27120 2.02034
H60 -1.65836 3.86709 1.68845
H61 -0.34796 3.73466 2.87171
C30 5.48389 0.00242 8.17266
O17 4.75044 -0.84559 7.26703
P5 3.99356 -2.15938 7.86598
O18 3.65047 -2.96343 6.69009
O19 2.75553 -1.33453 8.50358
C31 1.75008 -0.84455 7.61264
O20 4.06812 -3.18724 9.11048
C32 4.83905 -2.82818 10.27678
H62 5.88326 0.83143 7.59560
H63 4.82422 0.39361 8.95051
H64 6.31304 -0.53948 8.62900
H65 1.76782 -1.37232 6.65997
H66 1.89890 0.22227 7.43718
H67 0.78047 -0.99180 8.08213
H68 4.47472 -1.89496 10.71132
H69 5.89633 -2.73066 10.02558
H70 4.72741 -3.62665 11.00377
C33 8.56030 -7.19630 -5.82963
O21 8.12791 -6.68778 -7.10706
P6 8.82637 -5.30894 -7.71249
O22 7.84158 -5.04866 -8.78603
O23 10.15758 -6.13267 -8.17755
C34 10.01378 -7.11861 -9.19813
O24 9.67642 -3.89898 -7.83350
C35 10.45945 -3.43266 -6.71435
H71 8.00769 -8.11176 -5.63698
H72 9.62961 -7.42149 -5.84694
H73 8.34563 -6.48328 -5.03332
H74 9.10120 -6.96680 -9.77349
H75 10.00052 -8.11609 -8.75521
H76 10.87439 -7.03616 -9.85893
H77 11.20901 -4.17352 -6.42675
H78 9.81744 -3.20632 -5.86204
H79 10.96122 -2.51985 -7.02172
C36 -4.90130 3.55258 6.35684
O25 -4.54859 2.24944 6.90466
P7 -3.92644 2.18639 8.38854
O26 -3.36521 0.83918 8.53070
O27 -5.34198 2.39686 9.16224
C37 -6.23699 1.29047 9.23323
O28 -3.12257 3.12466 9.43200
C38 -3.08916 4.54930 9.20320
H80 -5.32226 3.39880 5.37096
H81 -5.64256 4.04313 6.99230
H82 -4.02040 4.17842 6.26096
H83 -5.72295 0.34743 9.05108
H84 -7.03728 1.41336 8.50088
H85 -6.67024 1.27560 10.23181
H86 -4.09947 4.96262 9.17482
H87 -2.57238 4.77866 8.27026
H88 -2.54169 5.00261 10.02447

Results
LUMO = -1.1 eV
Maximum force = 7.4 eV Å⁻¹
Highest occupied orbital energy = -8.2 eV

***

Look up the maximum force of the first one. 4.4 eV Å⁻¹

***

Which of these has the highest maximum force? C38H88ClIN3O28P7S2

***

Among the records above, which one has the highest maximum force? C38H88ClIN3O28P7S2